{
  "formula": "C26H53As3CrN9O4P",
  "method": "ωB97M-V/def2-TZVPD",
  "species": ["Cr", "C", "N", "C", "C", "C", "C", "C", "N", "C", "C", "C", "C", "C", "C", "H", "H", "H", "H", "H", "H", "H", "H", "H", "H", "H", "N", "N", "C", "N", "N", "N", "O", "O", "H", "H", "H", "H", "H", "C", "As", "C", "C", "C", "C", "C", "As", "C", "C", "C", "As", "C", "C", "H", "H", "H", "H", "H", "H", "H", "H", "H", "H", "H", "H", "H", "H", "H", "H", "H", "H", "H", "H", "H", "H", "H", "H", "H", "H", "H", "N", "C", "P", "O", "O", "C", "N", "H", "H", "H", "H", "H", "H", "H", "H", "H", "H"],
  "coordinates": [[-0.260, -0.132, 0.599], [-3.403, 0.166, 0.909], [-2.180, -0.058, 0.100], [-2.384, -0.337, -1.175], [-1.277, -0.292, -2.019], [-1.126, -0.286, -3.416], [0.141, 0.221, -3.656], [0.714, 0.504, -2.397], [-0.114, 0.174, -1.409], [-4.304, -1.046, 1.019], [-3.780, -2.296, 1.327], [-4.603, -3.403, 1.450], [-5.973, -3.266, 1.259], [-6.502, -2.030, 0.925], [-5.672, -0.921, 0.803], [-3.977, 0.973, 0.451], [-3.085, 0.506, 1.894], [-3.389, -0.501, -1.558], [-1.865, -0.600, -4.137], [0.590, 0.397, -4.621], [1.659, 0.979, -2.186], [-2.708, -2.389, 1.446], [-4.185, -4.373, 1.696], [-6.625, -4.123, 1.364], [-7.566, -1.922, 0.758], [-6.091, 0.043, 0.537], [-1.172, 2.954, -0.537], [-0.259, 3.715, 0.192], [0.707, 3.148, 0.901], [1.572, 3.911, 1.547], [0.714, 1.777, 0.961], [1.736, 1.117, 1.480], [2.753, 1.584, 1.947], [1.524, -0.125, 1.458], [-0.891, 2.905, -1.511], [-2.081, 3.399, -0.483], [-0.276, 4.725, 0.130], [1.555, 4.916, 1.463], [2.357, 3.469, 1.998], [0.029, 0.770, 4.196], [-0.718, -0.645, 3.076], [-2.335, -0.912, 4.131], [0.472, -2.089, 3.674], [0.408, -3.498, 3.065], [-0.983, -4.110, 3.278], [0.800, -3.547, 1.582], [-0.074, -2.562, 0.122], [1.337, -2.918, -1.166], [-1.363, -3.762, -0.704], [1.421, -4.388, 3.826], [3.408, -4.185, 3.937], [3.659, -2.423, 4.781], [4.071, -3.695, 2.139], [-0.227, 0.586, 5.237], [-0.404, 1.729, 3.911], [1.114, 0.832, 4.108], [-2.045, -1.364, 5.078], [-3.080, -1.533, 3.644], [-2.775, 0.066, 4.328], [0.317, -2.163, 4.752], [1.471, -1.686, 3.511], [-1.764, -3.451, 2.890], [-1.181, -4.269, 4.340], [-1.063, -5.074, 2.774], [0.815, -4.589, 1.256], [1.816, -3.167, 1.495], [1.512, -3.992, -1.204], [2.248, -2.401, -0.874], [1.019, -2.576, -2.152], [-0.939, -4.764, -0.669], [-1.460, -3.457, -1.745], [-2.343, -3.755, -0.237], [1.296, -5.416, 3.476], [1.143, -4.406, 4.885], [3.083, -2.371, 5.705], [3.390, -1.582, 4.137], [4.713, -2.338, 5.042], [3.776, -4.443, 1.404], [5.160, -3.712, 2.212], [3.757, -2.701, 1.803], [5.909, 1.244, 1.458], [5.340, -0.054, 0.953], [4.388, 0.405, -0.583], [4.569, 1.892, -0.651], [3.031, -0.220, -0.707], [5.317, -0.401, -1.991], [4.315, -0.433, -3.116], [5.465, 1.540, 2.325], [5.614, 1.942, 0.715], [6.920, 1.236, 1.580], [4.672, -0.487, 1.692], [6.130, -0.767, 0.730], [5.589, -1.428, -1.754], [6.200, 0.154, -2.299], [4.247, 0.484, -3.559], [3.402, -0.629, -2.662], [4.519, -1.129, -3.833]],
  "atomic_forces_ev_per_a": [[-2.327, 0.682, -0.610], [0.008, -0.292, -0.008], [0.003, -0.428, 0.253], [0.242, 0.244, -0.177], [-0.198, 0.075, 0.114], [0.075, -0.046, -0.071], [-0.115, -0.044, -0.070], [-0.035, 0.049, 0.083], [0.311, -0.122, -0.118], [0.040, 0.085, -0.175], [-0.106, 0.049, -0.064], [0.024, 0.003, 0.033], [-0.012, -0.019, -0.014], [-0.048, 0.074, 0.028], [0.053, -0.023, 0.010], [0.088, 0.125, 0.046], [-0.027, 0.058, 0.028], [-0.008, -0.066, 0.064], [0.021, 0.079, -0.009], [-0.021, 0.045, 0.024], [0.061, -0.128, 0.034], [0.041, -0.044, 0.071], [-0.008, 0.019, 0.005], [0.024, 0.007, -0.021], [0.029, -0.015, 0.010], [-0.018, -0.025, 0.029], [-0.162, 0.005, -0.024], [0.062, -0.061, -0.067], [0.083, -0.092, 0.141], [0.088, -0.021, -0.066], [-0.216, -0.268, -0.307], [0.157, 0.166, 0.387], [0.198, 0.037, -0.004], [0.748, 0.093, 0.211], [0.065, 0.008, -0.007], [-0.025, -0.023, 0.104], [0.008, 0.031, -0.043], [-0.036, -0.021, -0.001], [0.020, 0.065, 0.047], [0.040, 0.239, -0.187], [0.085, -0.215, 0.738], [-0.165, 0.081, -0.209], [0.160, -0.087, -0.267], [-0.293, -0.011, -0.002], [0.096, 0.133, -0.076], [0.002, 0.193, 0.115], [0.584, -0.784, 0.021], [0.079, 0.182, -0.138], [-0.245, 0.226, 0.087], [0.102, 0.152, -0.145], [0.074, -0.165, 0.161], [-0.052, 0.033, -0.110], [-0.066, 0.097, 0.013], [0.020, -0.101, 0.017], [-0.024, -0.009, 0.020], [0.000, -0.085, -0.011], [0.070, 0.003, 0.001], [0.032, -0.054, -0.046], [0.011, 0.007, 0.009], [-0.003, 0.057, 0.036], [-0.004, 0.048, 0.064], [-0.060, -0.080, -0.021], [-0.027, 0.023, -0.009], [-0.020, -0.003, 0.031], [0.021, -0.027, -0.036], [0.027, -0.049, -0.049], [-0.057, -0.038, 0.049], [-0.023, 0.045, 0.024], [-0.021, 0.044, 0.034], [0.053, -0.005, 0.049], [-0.022, 0.014, -0.010], [0.033, 0.003, 0.025], [0.017, -0.020, 0.011], [-0.009, -0.025, 0.005], [0.001, 0.015, -0.007], [0.012, -0.009, 0.025], [-0.005, -0.034, 0.013], [0.006, 0.009, -0.002], [-0.010, -0.016, 0.024], [-0.026, -0.029, 0.002], [-0.259, 0.029, -0.108], [-0.220, -0.017, -0.256], [-0.030, -0.068, -0.443], [0.096, -0.052, 0.061], [0.635, 0.051, 0.135], [-0.095, 0.148, 0.180], [0.009, 0.024, 0.276], [0.122, -0.121, 0.128], [0.105, 0.001, -0.024], [0.028, -0.005, 0.054], [0.030, 0.014, 0.063], [0.121, 0.065, 0.141], [-0.039, -0.014, -0.028], [-0.018, -0.011, -0.081], [0.008, 0.008, -0.097], [-0.027, -0.052, -0.089], [0.053, -0.020, -0.031]],
  "charge": 3,
  "multiplicity": 2,
  "relative_energy_ev": 0.0000,
  "homo_lumo_gap_ev": [5.62, 5.94],
  "energy_ha": -9908.46531
}